Below is a cluster of 10 separate species, C25H75N6O7 in total, with properties calculated with wB97M-V/def2-TZVPD.

The spin multiplicity is 1. The total charge is +5. Its strongest force on any atom is 5.74 eV/A. The calculation puts the HOMO energy at -10.235 eV. For the orbital gap, the calculation gives 0.0311 Ha.

XYZ file:
```
113
Properties=species:S:1:pos:R:3:lowdin_charge:R:1
O 11.897 10.462 22.226 -0.1037
O 8.617 18.463 16.112 -0.2296
O 23.290 21.898 22.865 -0.1950
O 14.096 11.134 5.171 -0.1318
O 21.972 15.717 13.564 -0.1813
O 18.731 9.069 21.232 -0.2030
O 5.236 7.468 6.122 -0.2153
N 17.150 18.124 7.063 0.1597
N 20.272 14.345 11.854 0.1711
N 6.052 17.570 15.856 0.2136
N 22.639 23.953 21.190 0.2232
N 21.226 9.732 20.661 0.2276
N 7.068 9.267 5.973 0.2499
C 8.271 17.246 16.865 -0.1703
C 12.506 11.170 23.080 0.0850
C 9.989 18.806 16.274 -0.0760
C 19.359 16.580 11.069 -0.0489
C 19.603 8.807 22.262 -0.2422
C 6.363 16.016 17.900 -0.0105
C 24.270 22.446 21.963 -0.1628
C 23.604 22.968 20.692 -0.3557
C 20.713 15.830 11.459 -0.2430
C 12.289 9.276 21.619 -0.0139
C 4.944 8.620 6.933 -0.1613
C 17.764 7.977 21.087 -0.0293
C 16.232 17.553 7.789 -0.0968
C 23.093 14.953 13.063 -0.0506
C 21.397 16.508 12.663 -0.2878
C 4.059 6.691 5.956 -0.0549
C 21.003 8.565 21.638 -0.2544
C 13.284 10.874 4.352 -0.2119
C 22.218 8.519 22.637 -0.0039
C 24.532 23.611 19.767 -0.0417
C 6.292 9.169 7.319 -0.2573
C 23.293 20.443 22.850 -0.0666
C 14.655 17.835 8.021 -0.0193
C 6.777 17.353 17.237 -0.2414
C 6.483 10.490 8.175 -0.0078
H 20.028 13.821 10.988 0.1266
H 4.399 5.836 5.445 0.0905
H 24.797 23.219 22.439 0.1246
H 9.958 19.065 17.383 0.1191
H 22.962 7.769 22.406 0.0894
H 19.594 14.314 12.584 0.0253
H 6.357 16.888 15.156 0.1684
H 4.384 9.309 6.251 0.1633
H 5.883 10.195 9.085 0.1132
H 24.975 21.643 21.746 0.1410
H 5.049 17.561 15.964 0.1607
H 8.477 16.333 16.298 0.1402
H 19.719 17.487 10.513 0.0981
H 6.913 10.125 5.507 0.1573
H 18.962 15.932 10.317 0.0474
H 22.167 17.186 12.201 0.1457
H 25.275 24.287 20.142 0.0999
H 8.008 9.055 6.016 0.1368
H 4.466 8.345 7.869 0.1452
H 10.184 19.614 15.571 0.0998
H 18.695 16.803 11.919 0.0886
H 16.966 18.945 6.590 0.1021
H 5.962 15.217 17.316 0.0861
H 5.975 11.325 7.793 0.0574
H 21.359 15.786 10.609 0.1289
H 7.304 15.671 18.316 0.0820
H 23.629 14.509 13.876 0.0848
H 7.553 10.681 8.298 0.0897
H 13.972 17.151 7.576 0.0676
H 25.113 22.894 19.130 0.1268
H 23.043 20.070 21.872 0.0745
H 19.531 9.681 22.958 0.1487
H 18.348 7.080 20.781 0.1080
H 6.269 18.533 15.470 0.1895
H 23.761 15.636 12.421 0.1310
H 19.458 7.930 22.989 0.1674
H 20.466 9.662 19.994 0.1580
H 14.407 18.893 7.626 0.1065
H 22.459 20.098 23.533 0.1126
H 3.283 7.265 5.438 0.1082
H 12.119 12.138 23.336 0.0922
H 17.144 8.166 20.223 0.0881
H 13.413 10.713 23.661 0.1382
H 23.138 24.544 21.878 0.1899
H 22.348 24.647 20.522 0.1674
H 22.104 9.692 20.223 0.1472
H 12.276 10.454 4.451 0.0570
H 15.519 9.284 6.204 -0.0765
H 10.662 17.972 16.124 0.0838
H 23.062 22.176 20.216 0.1563
H 8.878 17.240 17.752 0.1209
H 22.705 14.041 12.520 0.0801
H 24.259 20.054 23.242 0.1078
H 16.456 16.480 8.017 0.1280
H 21.233 10.615 21.205 0.1857
H 21.803 23.622 21.705 0.1941
H 23.994 24.039 18.908 0.1037
H 6.658 8.444 5.536 0.1390
H 22.659 9.500 22.732 0.0758
H 11.406 8.725 21.669 0.0912
H 17.706 17.257 6.645 0.2132
H 14.635 18.034 9.092 0.0698
H 6.918 8.472 7.859 0.1483
H 21.819 8.379 23.674 0.1059
H 6.573 18.318 17.690 0.1584
H 19.901 11.792 13.198 -0.4184
H 21.064 13.875 12.330 0.0006
H 13.181 11.706 3.494 0.1027
H 20.998 7.700 21.024 0.1395
H 17.222 7.836 22.008 0.0904
H 20.706 17.170 13.065 0.1011
H 5.728 16.311 18.753 0.1051
H 3.607 6.365 6.882 0.0973
H 12.629 9.529 20.610 0.1182
H 13.053 8.799 22.299 0.1245
```

Below is a cluster of 11 separate species, C25H76N6O15 in total, with properties calculated with wB97M-V/def2-TZVPD.

Its SMILES is COCCNCCOC.COCCNCCOC.COCCNCCOC.COCCNCCOC.NC(N)=O.O.O.O.O.O.O. The spin multiplicity is 1. The total charge is 0. Its strongest force on any atom is 3.52 eV/A. The calculation puts the HOMO energy at -8.691 eV. For the orbital gap, the calculation gives 0.3238 Ha.

XYZ file:
```
122
Properties=species:S:1:pos:R:3:lowdin_charge:R:1
O -3.035 -1.306 3.670 -0.0775
O 0.582 -3.239 2.379 -0.0063
O 5.165 -1.057 -1.557 -0.1844
O -2.278 1.368 3.180 -0.0729
O 2.299 -5.445 2.502 -0.0505
O -1.982 -1.525 -5.448 -0.1936
O -1.410 3.486 7.184 -0.1876
O 3.371 -4.943 0.099 -0.0677
O -0.706 -4.799 -0.685 -0.1986
O -2.621 4.328 -0.509 -0.1865
O 2.256 2.082 2.155 -0.2089
O 3.853 3.152 -4.653 -0.2035
O -5.299 0.061 -0.265 -0.1714
O 0.050 -0.293 -1.186 -0.0751
O -0.491 -2.032 4.592 -0.0479
N 1.229 -2.556 0.397 0.2195
N 3.986 0.394 -4.084 -0.0657
N 0.132 1.695 4.329 -0.0897
N -1.908 1.389 0.401 -0.0615
N -0.292 -2.591 -2.622 -0.0614
N -0.468 -1.512 1.296 0.2133
C 3.277 0.953 -5.273 -0.1941
C -2.832 5.235 -1.570 -0.1059
C -6.204 0.259 0.796 -0.1026
C 2.913 1.867 0.942 -0.1383
C -1.552 -3.373 -2.505 -0.1783
C 5.183 -1.324 -0.174 -0.1212
C -1.009 -0.984 -4.563 -0.2010
C 1.724 0.823 2.714 -0.1227
C -1.387 2.853 5.943 -0.2243
C -0.139 -2.083 -3.991 -0.1965
C -3.275 -0.974 -5.358 -0.1072
C 3.855 -1.254 -2.207 -0.1566
C -3.922 0.070 -0.014 -0.2204
C -1.005 -5.420 0.528 -0.1268
C 0.461 -2.469 1.431 -0.6995
C 4.369 4.443 -4.986 -0.1018
C -2.618 4.037 7.668 -0.1115
C -0.104 2.012 5.751 -0.1703
C 1.363 0.961 4.270 -0.1596
C -1.168 2.690 0.564 -0.1636
C -3.359 1.443 0.242 -0.1988
C -1.342 3.735 -0.497 -0.2404
C -1.835 -3.930 -1.134 -0.1544
C 4.036 2.212 -5.687 -0.2445
C 3.816 -1.088 -3.791 -0.1350
H 3.525 2.598 -6.569 0.1177
H -1.415 3.185 1.504 0.1207
H -3.520 2.160 -0.563 0.1090
H -2.388 4.341 8.689 0.0861
H 3.667 0.857 -3.245 0.0838
H 2.291 1.216 0.328 0.0668
H -6.450 -0.657 1.332 0.0843
H -2.207 -1.526 4.097 -0.0330
H -1.477 -4.759 1.255 0.0883
H 4.609 -0.673 0.486 0.0585
H 2.572 -5.443 3.419 0.0595
H -1.132 -1.380 2.046 0.0928
H 3.832 4.953 -5.786 0.0826
H 2.839 -1.405 -4.157 0.0705
H 3.041 -0.716 -1.721 0.0954
H 0.225 2.611 3.915 0.1225
H -2.766 -4.493 -1.202 0.1249
H 1.603 -3.466 0.167 0.0954
H -3.428 -0.429 -0.848 0.1156
H 3.814 1.269 1.084 0.0668
H -5.860 0.891 1.615 0.0835
H 5.100 1.997 -5.790 0.1254
H 5.438 4.341 -5.171 0.0874
H 3.612 -2.283 -1.939 0.1013
H -3.842 -1.465 -6.149 0.0932
H -2.687 4.849 -2.579 0.0855
H 0.373 -3.345 -2.523 0.1180
H 1.099 -1.803 -0.264 0.0702
H -1.514 0.755 -0.279 0.0617
H -1.617 -6.318 0.442 0.0892
H 2.266 1.258 -5.002 0.1041
H 1.826 -4.620 2.391 -0.0106
H 0.947 0.492 2.025 0.0931
H 6.164 -1.296 0.301 0.0863
H -3.557 3.484 7.642 0.0877
H 1.226 -0.017 4.732 0.1018
H 4.891 -2.368 -0.058 0.0753
H -1.108 3.293 -1.465 0.1235
H 0.008 -5.632 0.870 0.0814
H 0.132 -2.097 5.316 0.0488
H 2.126 1.479 4.851 0.1170
H -1.451 -4.174 -3.238 0.1238
H -1.959 -3.139 -0.395 0.1063
H 0.865 -1.659 -4.006 0.0853
H -0.151 1.087 6.325 0.1244
H 4.247 5.138 -4.155 0.0822
H -1.594 -0.572 -3.741 0.1138
H 3.248 0.213 -6.072 0.1173
H -7.109 0.667 0.345 0.0895
H -2.202 2.134 5.866 0.1180
H -2.862 4.989 7.197 0.0784
H 2.886 -5.044 0.918 -0.0403
H -0.488 -0.951 0.456 0.0455
H -0.101 2.486 0.652 0.1095
H 3.246 2.736 0.374 0.0950
H -3.237 0.106 -5.502 0.0889
H -3.765 5.773 -1.402 0.0929
H -2.049 5.990 -1.513 0.0790
H -2.039 1.471 2.259 -0.0300
H 4.018 -5.648 0.114 0.0387
H -3.774 -1.179 -4.411 0.0798
H -0.574 4.446 -0.195 0.1258
H -3.939 1.951 1.012 0.1234
H -2.424 -2.867 -2.919 0.1172
H 2.525 0.093 2.593 0.1082
H -0.334 -0.278 -5.047 0.1214
H 4.581 -1.528 -4.430 0.1130
H -0.214 -2.711 3.976 0.0047
H 0.700 2.566 6.237 0.1170
H -1.446 1.414 3.651 -0.0273
H -0.126 -2.913 -4.698 0.1305
H -3.655 -0.558 0.836 0.1191
H -0.210 -0.995 -1.783 -0.0106
H -3.099 -0.354 3.747 -0.0116
H -1.611 3.651 5.234 0.1280
H 0.158 0.473 -1.750 0.0646
```